Density functional theory data (ωB97M-V/def2-TZVPD) for a structure of composition C28H20N5SSe2Ti at a distorted geometry.

Last column: Löwdin charge in e.
Element x y z (Å)
Ti: 1.5300 0.1436 0.2266  0.647
C: 0.5784 1.1899 4.4872  -0.022
C: 1.0391 0.5471 3.3367  -0.101
N: 0.7579 0.9406 2.1182  0.011
C: -0.0317 2.0143 1.9380  -0.182
C: -0.5479 2.7350 2.9867  -0.142
C: -0.1899 2.2988 4.3042  0.035
C: -1.5395 3.7202 2.8289  -0.033
C: -1.9960 3.8921 1.5679  -0.042
C: -1.4319 3.1826 0.4553  0.011
C: -0.3987 2.2999 0.6035  -0.209
N: 0.2242 1.5292 -0.3671  -0.051
C: 0.0680 1.7465 -1.7413  -0.204
C: -0.5258 2.7649 -2.4409  0.001
C: -0.7899 2.6688 -3.8409  -0.046
C: -0.5321 1.5495 -4.5524  -0.028
C: 0.1139 0.5000 -3.8747  -0.158
C: 0.5706 -0.6732 -4.4894  0.016
C: 1.3408 -1.6054 -3.8622  -0.014
C: 1.6801 -1.3282 -2.5278  -0.106
N: 1.2008 -0.2994 -1.8627  0.005
C: 0.4697 0.6294 -2.5326  -0.171
H: 0.8487 0.8099 5.4644  0.119
H: 1.6025 -0.3687 3.4124  0.115
H: -0.5408 2.8668 5.1596  0.129
H: -1.9483 4.2256 3.6921  0.121
H: -2.7713 4.6171 1.3706  0.112
H: -1.8738 3.2922 -0.5104  0.088
H: -0.7232 3.7475 -1.9787  0.120
H: -1.2594 3.5020 -4.3258  0.110
H: -0.7564 1.4399 -5.5783  0.110
H: 0.2798 -0.8766 -5.5124  0.130
H: 1.8437 -2.4525 -4.3371  0.125
H: 2.3469 -1.9886 -1.9755  0.117
Se: -1.2381 -2.7517 1.6249  0.664
Se: 0.2195 -3.8325 0.1682  0.677
C: 1.9352 -3.3296 0.9345  -0.649
C: 2.7047 -4.4310 1.2929  -0.101
C: 4.0251 -4.2343 1.6857  -0.024
C: 4.4714 -2.9446 1.8365  -0.038
C: 3.6642 -1.9084 1.4565  -0.159
N: 2.3966 -2.0697 0.9921  -0.021
C: -2.4183 -1.7800 0.4342  -0.673
C: -3.7464 -1.7326 0.8092  -0.111
C: -4.6315 -1.0803 -0.0248  -0.054
C: -4.1535 -0.5410 -1.1931  -0.055
C: -2.8120 -0.6800 -1.5017  -0.118
N: -1.9316 -1.2801 -0.6881  0.043
H: 2.2788 -5.4131 1.2041  0.094
H: 4.6603 -5.0573 1.9490  0.120
H: 5.4697 -2.7654 2.1728  0.117
H: 3.9633 -0.8649 1.5025  0.005
H: -4.0699 -2.2064 1.7342  0.106
H: -5.6665 -0.9745 0.2231  0.113
H: -4.7815 -0.1226 -1.9736  0.114
H: -2.4218 -0.3296 -2.4532  0.108
S: 3.4438 1.0688 0.1724  0.230

Forces on the atoms, in the same order (eV/Å):
Ti 1.764 0.429 0.066
C 0.195 0.063 -0.139
C 0.099 -0.731 0.130
N 0.633 -0.710 -0.321
C -0.007 0.110 -0.893
C -0.192 -0.306 2.733
C -0.078 0.529 -0.317
C 0.163 -0.106 -0.369
C 0.119 0.121 -0.986
C -0.474 0.472 0.501
C -0.280 0.059 -0.230
N 0.228 0.340 -0.272
C -0.752 -0.709 0.064
C 0.071 1.418 -0.075
C -0.104 0.171 0.618
C 0.129 -0.185 0.853
C 0.911 -0.553 0.201
C -0.426 -0.764 -1.232
C 0.975 0.289 0.800
C 0.101 -0.651 0.269
N 0.223 -0.227 -0.002
C -0.310 0.342 0.806
H -0.053 0.067 -0.093
H 0.291 -0.109 0.080
H -0.118 -0.058 -0.089
H 0.035 0.090 -0.059
H -0.173 -0.058 -0.087
H -0.229 0.296 -0.220
H 0.013 -0.828 -0.225
H -0.082 0.363 -0.090
H -0.262 0.018 -0.936
H 0.046 0.226 -0.175
H -0.626 0.296 -0.027
H -0.136 0.044 -0.081
Se 0.086 0.144 0.250
Se 0.094 0.427 0.055
C -0.232 -0.139 -0.201
C 0.440 0.297 -0.250
C -0.839 -0.153 0.280
C 0.359 -0.186 -0.305
C -0.974 0.797 0.048
N 0.066 0.276 -0.112
C 0.581 -0.277 -0.331
C -0.215 -0.102 0.599
C 0.050 0.209 0.201
C 0.239 -0.001 -1.196
C 0.445 -0.237 0.212
N -0.158 0.257 -0.107
H -0.055 -0.218 0.062
H 0.133 -0.343 -0.003
H 0.382 0.260 0.174
H 0.236 -0.403 0.088
H 0.005 0.098 -0.222
H -0.442 -0.145 0.176
H -0.167 0.153 0.408
H 0.012 0.081 0.105
S -1.735 -0.548 -0.133

Values from the calculation:
E_HOMO = -10.12 eV
E = -7403.22169 hartree
gap between HOMO and LUMO = 6.785 eV
lowest unoccupied orbital energy = -3.33 eV
energy relative to the best compared isomer or geometry (same formula, charge and spin) = 0.0 kcal per mole
charge = +1